No. 1
The following is a quantum chemistry calculation of 20 unconnected molecules or ions with the total composition C80H220N20O20, from the Open Molecules 2025 dataset.

HOMO energy ... -8.8 eV
E_LUMO ... 0.39 eV

Element x y z (Å)
C: 20.134 12.400 32.742
C: 19.492 12.106 31.381
C: 17.999 12.516 31.473
O: 17.906 13.847 31.963
C: 16.497 14.214 32.032
N: 20.102 12.859 30.270
H: 21.242 12.135 32.876
H: 19.498 12.056 33.589
H: 20.062 13.498 32.888
H: 19.518 11.022 31.116
H: 17.435 11.810 32.103
H: 17.666 12.374 30.421
H: 16.351 15.236 32.331
H: 15.960 13.534 32.702
H: 15.987 14.088 31.113
H: 19.857 13.833 30.301
H: 21.115 12.785 30.331
C: 16.519 16.406 34.911
C: 17.883 17.067 34.964
C: 18.708 16.814 33.714
O: 18.040 17.264 32.597
C: 18.717 16.922 31.346
N: 17.598 18.486 35.219
H: 16.047 16.417 35.861
H: 16.575 15.378 34.541
H: 15.922 16.990 34.245
H: 18.487 16.715 35.849
H: 18.983 15.752 33.774
H: 19.677 17.312 33.801
H: 19.518 17.604 31.211
H: 17.968 16.994 30.549
H: 19.096 15.892 31.340
H: 17.018 18.836 34.455
H: 18.473 18.962 35.149
C: 11.825 14.352 31.672
C: 11.514 15.062 30.416
C: 12.335 14.646 29.200
O: 13.692 14.988 29.340
C: 14.353 14.775 28.072
N: 10.080 15.086 30.155
H: 11.401 13.402 31.633
H: 11.481 14.923 32.542
H: 12.933 14.313 31.751
H: 11.806 16.149 30.529
H: 11.885 15.023 28.270
H: 12.160 13.595 29.023
H: 14.167 15.617 27.357
H: 14.031 13.794 27.732
H: 15.412 14.754 28.393
H: 9.659 14.131 30.179
H: 9.892 15.504 29.271
C: 22.002 18.288 28.441
C: 21.910 16.797 28.618
C: 22.785 16.331 29.756
O: 22.493 15.014 30.055
C: 23.138 14.575 31.221
N: 20.500 16.447 28.993
H: 21.389 18.740 27.614
H: 23.044 18.597 28.330
H: 21.658 18.871 29.276
H: 22.258 16.309 27.668
H: 22.641 17.058 30.501
H: 23.808 16.397 29.387
H: 23.481 13.528 31.034
H: 22.483 14.603 32.097
H: 24.022 15.198 31.408
H: 19.979 16.464 28.147
H: 20.579 15.432 29.309
C: 18.667 9.358 21.004
C: 18.316 10.087 22.279
C: 16.939 10.612 22.211
O: 16.808 11.552 21.144
C: 15.512 12.133 21.180
N: 18.547 9.225 23.428
H: 19.667 8.873 21.104
H: 18.624 10.016 20.157
H: 18.039 8.514 20.831
H: 19.011 10.922 22.351
H: 16.750 11.128 23.180
H: 16.151 9.840 22.194
H: 15.406 12.760 20.305
H: 15.405 12.773 22.078
H: 14.765 11.373 21.219
H: 18.439 9.666 24.334
H: 17.979 8.409 23.470
C: 11.942 12.049 25.702
C: 12.014 10.669 26.320
C: 12.149 10.814 27.798
O: 13.359 11.483 28.170
C: 13.794 11.287 29.519
N: 10.882 9.845 26.053
H: 12.830 12.577 25.947
H: 11.026 12.623 25.999
H: 11.860 11.964 24.654
H: 12.973 10.184 25.977
H: 12.114 9.836 28.227
H: 11.288 11.358 28.209
H: 14.690 11.894 29.631
H: 14.075 10.288 29.778
H: 13.025 11.736 30.161
H: 11.089 9.041 26.611
H: 10.786 9.477 25.108
C: 9.929 13.451 19.923
C: 10.923 13.137 20.974
C: 11.105 11.629 20.925
O: 9.980 10.987 21.504
C: 10.276 9.755 22.128
N: 12.258 13.686 20.656
H: 10.211 12.997 18.982
H: 9.705 14.513 19.732
H: 8.931 13.022 20.145
H: 10.607 13.510 21.975
H: 12.003 11.253 21.413
H: 11.234 11.288 19.855
H: 10.953 9.886 22.963
H: 10.769 9.121 21.337
H: 9.309 9.352 22.446
H: 12.328 14.658 20.319
H: 12.962 13.481 21.340
C: 11.981 17.292 19.401
C: 11.898 18.075 20.683
C: 10.531 18.454 21.120
O: 9.737 17.319 21.494
C: 8.400 17.727 21.589
N: 12.737 17.509 21.687
H: 11.736 17.891 18.535
H: 11.261 16.461 19.335
H: 12.970 16.905 19.213
H: 12.421 19.065 20.532
H: 9.919 19.086 20.428
H: 10.589 19.002 22.040
H: 8.328 18.462 22.420
H: 7.796 16.901 21.939
H: 8.014 18.207 20.631
H: 12.927 18.195 22.420
H: 12.242 16.750 22.117
C: 11.057 18.493 15.728
C: 12.473 18.665 15.497
C: 13.067 19.754 16.386
O: 14.473 19.745 16.072
C: 15.154 20.608 16.999
N: 13.106 17.443 15.885
H: 10.933 18.056 16.743
H: 10.614 17.836 14.964
H: 10.398 19.376 15.747
H: 12.697 18.938 14.437
H: 12.880 19.503 17.434
H: 12.550 20.664 16.061
H: 15.077 21.667 16.689
H: 16.224 20.240 16.980
H: 14.840 20.440 18.024
H: 12.855 16.662 15.289
H: 14.091 17.540 15.782
C: 14.295 18.706 29.173
C: 15.361 18.291 30.132
C: 15.733 19.476 31.050
O: 16.369 20.432 30.209
C: 17.013 21.445 30.832
N: 15.000 17.274 31.033
H: 14.737 19.460 28.455
H: 13.521 19.208 29.701
H: 13.943 17.819 28.597
H: 16.294 18.068 29.606
H: 16.394 19.090 31.870
H: 14.820 19.923 31.500
H: 17.595 22.016 30.102
H: 17.713 21.180 31.682
H: 16.315 22.130 31.297
H: 15.863 17.056 31.509
H: 14.579 16.463 30.564
C: 21.819 15.946 21.256
C: 22.696 16.989 21.924
C: 24.125 16.672 21.680
O: 24.451 15.651 22.602
C: 25.773 15.280 22.445
N: 22.491 18.355 21.312
H: 21.930 16.013 20.153
H: 20.766 16.176 21.551
H: 22.069 14.904 21.484
H: 22.570 17.014 22.957
H: 24.784 17.575 21.881
H: 24.170 16.352 20.623
H: 26.108 14.719 21.586
H: 26.055 14.801 23.376
H: 26.413 16.142 22.399
H: 23.115 19.065 21.676
H: 21.520 18.653 21.459
C: 17.158 15.416 20.682
C: 15.880 16.009 21.299
C: 15.974 16.249 22.826
O: 16.379 15.099 23.527
C: 16.257 15.052 24.969
N: 15.619 17.363 20.750
H: 17.304 14.395 21.074
H: 18.039 15.954 20.964
H: 17.165 15.447 19.562
H: 15.049 15.332 21.037
H: 15.015 16.609 23.154
H: 16.746 16.989 22.906
H: 15.281 15.434 25.249
H: 17.076 15.669 25.369
H: 16.372 14.030 25.215
H: 15.970 17.446 19.804
H: 14.590 17.487 20.731
C: 23.510 12.259 19.342
C: 22.406 11.176 18.968
C: 21.165 11.768 18.200
O: 20.641 12.996 18.705
C: 19.943 12.862 19.940
N: 22.912 10.127 18.100
H: 24.178 11.882 20.076
H: 23.021 13.147 19.754
H: 24.042 12.582 18.462
H: 21.988 10.864 19.886
H: 20.426 10.931 18.330
H: 21.316 11.864 17.127
H: 20.587 12.783 20.832
H: 19.421 11.947 19.995
H: 19.302 13.764 20.045
H: 23.051 10.448 17.162
H: 23.722 9.611 18.418
C: 12.817 21.183 24.041
C: 11.884 20.978 25.245
C: 11.047 19.663 25.082
O: 11.792 18.575 24.659
C: 11.147 17.238 24.766
N: 12.694 20.757 26.508
H: 12.270 20.930 23.131
H: 13.687 20.534 24.025
H: 13.233 22.203 24.007
H: 11.250 21.851 25.332
H: 10.307 19.812 24.260
H: 10.420 19.466 25.984
H: 10.496 17.117 25.599
H: 11.914 16.442 24.864
H: 10.695 17.166 23.759
H: 13.213 21.571 26.816
H: 13.328 19.980 26.361
C: 19.459 21.042 21.812
C: 18.409 19.987 21.382
C: 17.595 20.508 20.201
O: 16.979 21.780 20.393
C: 15.723 21.846 21.097
N: 19.051 18.666 21.143
H: 20.167 21.225 21.039
H: 20.002 20.623 22.704
H: 18.971 21.974 22.130
H: 17.750 19.855 22.195
H: 16.820 19.734 19.943
H: 18.267 20.563 19.310
H: 15.824 21.373 22.118
H: 14.857 21.329 20.615
H: 15.500 22.876 21.268
H: 19.464 18.826 20.197
H: 18.299 17.999 20.987
C: 16.265 10.438 26.866
C: 17.747 10.885 26.677
C: 18.235 12.026 27.641
O: 17.357 13.158 27.700
C: 18.099 14.371 27.862
N: 18.619 9.784 26.718
H: 16.255 9.587 26.196
H: 15.444 11.134 26.649
H: 16.131 9.865 27.814
H: 17.763 11.300 25.658
H: 19.178 12.309 27.124
H: 18.596 11.610 28.578
H: 18.842 14.483 27.040
H: 18.594 14.386 28.800
H: 17.441 15.239 27.806
H: 18.484 9.445 27.640
H: 19.585 10.089 26.678
C: 16.853 19.348 25.966
C: 17.910 18.437 26.486
C: 18.996 18.158 25.436
O: 19.841 17.190 25.973
C: 20.826 16.704 25.011
N: 18.572 18.884 27.664
H: 17.358 20.071 25.300
H: 16.386 19.966 26.745
H: 16.134 18.770 25.458
H: 17.362 17.500 26.646
H: 19.543 19.064 25.385
H: 18.605 17.928 24.439
H: 21.515 16.168 25.616
H: 21.315 17.559 24.553
H: 20.346 15.992 24.287
H: 19.371 18.301 27.937
H: 17.946 18.925 28.472
C: 18.372 17.665 16.058
C: 18.658 16.472 16.963
C: 17.570 15.477 16.905
O: 16.404 16.021 17.474
C: 15.435 15.028 17.710
N: 19.894 15.878 16.514
H: 17.398 18.047 16.147
H: 18.627 17.353 15.021
H: 19.050 18.468 16.299
H: 18.639 16.768 18.061
H: 17.837 14.524 17.500
H: 17.295 15.135 15.903
H: 15.819 14.323 18.455
H: 15.026 14.678 16.780
H: 14.564 15.575 18.090
H: 20.677 16.522 16.415
H: 20.256 15.185 17.103
C: 16.606 11.494 13.411
C: 16.869 12.555 14.475
C: 17.551 11.921 15.651
O: 16.515 11.097 16.244
C: 16.946 10.719 17.570
N: 17.812 13.494 13.839
H: 15.810 10.854 13.661
H: 17.530 10.909 13.215
H: 16.364 11.996 12.409
H: 15.912 13.058 14.837
H: 17.805 12.667 16.375
H: 18.465 11.324 15.392
H: 17.967 10.257 17.523
H: 16.168 9.983 17.868
H: 16.953 11.579 18.308
H: 18.179 14.171 14.490
H: 17.311 14.017 13.111
C: 23.084 12.142 24.126
C: 21.948 11.199 24.454
C: 20.652 12.020 24.465
O: 20.613 12.934 23.450
C: 19.416 13.606 23.439
N: 21.981 10.045 23.573
H: 24.073 11.678 24.192
H: 23.026 13.088 24.730
H: 22.909 12.444 23.093
H: 22.033 10.827 25.495
H: 20.669 12.498 25.466
H: 19.729 11.376 24.453
H: 19.220 14.259 24.318
H: 18.585 12.889 23.450
H: 19.321 14.190 22.463
H: 22.115 10.426 22.648
H: 21.196 9.428 23.562



No. 2
The following is a quantum chemistry calculation of a single C2H3BrS molecule, from the Open Molecules 2025 dataset.

Spin multiplicity ... 3
HOMO energy (spin up / spin down) ... -7.0 / -10.5 eV
<S²> ... 2.01
E_LUMO (spin up / spin down) ... 0.74 / -2.65 eV

Element x y z (Å)
C: -0.774 0.736 0.159
C: 0.494 -0.601 -0.025
S: -2.293 0.327 -0.025
Br: 2.260 0.169 0.042
H: -0.113 1.594 0.210
H: 0.282 -1.303 0.679
H: 0.144 -0.922 -1.039



Energy above the lowest of the compared OMol25 structures with the same formula, charge and spin across the listed records, respectively: 3.974 0.642 eV.